Entry 1:
Formula: C35H68GaO12S5Si
Source: OMol25
Level of theory: ωB97M-V with the def2-TZVPD basis set

HOMO level ... -4.0799 eV
Energy ... -6482.28338 hartree
Multiplicity ... 1
Charge ... -1
Orbital gap ... 5.212 eV

Last column: Löwdin charge in e.
Element x y z (Å)
Ga  -2.81641  2.65365  -6.94930  0.29
S  0.24811  -4.36209  6.87911  0.68
S  2.30952  2.17649  -0.75193  0.67
S  1.69162  -6.68128  11.10129  0.67
S  6.36824  3.24917  -3.55961  0.68
S  3.24735  -1.71646  3.39352  0.67
Si  -4.65987  3.82918  -7.88170  0.39
O  6.04130  4.53867  -2.99947  -0.32
O  -7.82521  1.85670  -2.56075  -0.08
O  2.18154  1.82524  -2.14209  -0.32
O  2.35748  -7.12023  9.89843  -0.32
O  4.06293  -2.26201  2.33209  -0.34
O  1.55109  1.50874  0.28374  -0.34
O  -8.08930  4.09436  -2.80957  0.09
O  5.67367  2.04500  -3.17733  -0.30
O  -1.00893  -3.78776  7.29483  -0.31
O  3.81208  -1.28457  4.65104  -0.33
O  0.27682  -6.39892  11.13907  -0.31
O  1.38463  -3.54614  6.51329  -0.33
C  -0.18363  3.01074  -3.84476  0.03
C  -6.83971  -0.10134  -3.65203  -0.17
C  -0.78901  3.45270  -4.80887  -0.24
C  1.90626  -2.84563  3.73133  -0.26
C  0.68463  -1.94759  3.87297  -0.23
C  -5.79703  3.50202  -2.80459  -0.06
C  0.76342  -5.54982  8.10744  -0.26
C  8.69275  2.95674  -4.82356  -0.22
C  -0.07072  -5.55004  5.57546  -0.22
C  -6.31489  -0.79945  -4.97438  -0.19
C  -1.73439  4.08291  -5.85478  -0.32
C  0.30964  -6.91937  6.14497  -0.21
C  -4.12649  4.56729  -9.59509  -0.28
C  -7.73155  1.17849  -3.87406  -0.15
C  -4.75730  2.71760  -2.34616  0.05
C  3.44975  4.49481  -0.11388  -0.21
C  6.35027  3.38696  -5.33893  -0.22
C  0.79342  -0.91583  2.74594  -0.21
C  4.53619  3.54594  -0.62846  -0.24
C  2.99132  -7.03282  13.39738  -0.22
C  2.63993  -5.54824  13.26251  -0.22
C  2.10082  3.94789  -0.58847  -0.22
C  -6.22091  2.76986  -8.21730  -0.27
C  -4.06435  -0.08729  -6.24151  -0.27
C  -7.30802  3.16524  -2.73041  -0.45
C  2.56775  -5.27437  11.76509  -0.22
C  2.23130  -0.39423  2.73930  -0.23
C  0.11756  -6.85521  7.66309  -0.22
C  2.08506  -7.80827  12.43707  -0.22
C  -5.06583  5.28737  -6.68772  -0.26
C  4.03992  2.13963  -0.31598  -0.23
C  -3.30087  1.17660  -5.60294  -0.32
C  7.76958  3.81024  -5.69826  -0.22
C  -5.62863  0.17171  -6.02512  -0.23
C  8.13407  2.98984  -3.39825  -0.22
H  0.70420  -1.44038  4.84172  0.12
H  -1.13112  -5.50021  5.32618  0.11
H  1.35869  -7.13333  5.91999  0.12
H  -5.99331  0.07557  -2.91890  0.10
H  9.72253  3.31736  -4.85097  0.11
H  0.24839  2.69483  -2.86485  0.00
H  -3.82401  -0.19709  -7.34619  0.09
H  3.56376  -5.26135  11.31893  0.11
H  -7.50857  -0.86443  -3.13198  0.11
H  -7.30059  1.94255  -4.57825  0.11
H  6.11824  2.40163  -5.74673  0.11
H  2.12133  -3.42184  4.63052  0.06
H  -0.24314  -2.51978  3.81002  0.12
H  -5.74809  1.26718  -5.81302  0.07
H  -5.03217  4.95784  -10.15773  0.01
H  -2.53499  4.68274  -5.31007  0.03
H  -4.68503  1.61484  -2.57171  0.06
H  -7.13561  -1.38423  -5.47586  0.10
H  1.15069  -8.10101  12.91696  0.11
H  -1.21699  4.81617  -6.53824  0.04
H  1.82889  4.34658  -1.56685  0.10
H  2.87027  -7.38503  14.42308  0.11
H  0.08020  -0.10040  2.87420  0.12
H  4.03832  -7.18546  13.11975  0.12
H  8.69589  1.92752  -5.19405  0.12
H  -3.41360  5.42899  -9.44818  0.02
H  3.47407  4.51760  0.98039  0.11
H  -5.99474  1.74820  -8.63080  0.02
H  -3.92259  1.57863  -4.74179  0.02
H  3.60573  5.51616  -0.46586  0.12
H  2.03489  -4.35634  11.52078  0.11
H  2.34550  0.47231  3.39143  0.11
H  5.59518  4.10832  -5.64753  0.11
H  1.85075  -5.61698  8.07009  0.10
H  -6.12371  -0.03653  -7.02836  0.10
H  1.30734  4.15293  0.12942  0.10
H  -0.95080  -6.84401  7.89980  0.13
H  4.65223  3.66964  -1.70539  0.06
H  -4.26603  6.07683  -6.85450  0.03
H  8.31417  2.05262  -2.87287  0.10
H  -4.97226  4.87912  -5.63299  0.00
H  -3.88004  3.14177  -1.77129  0.08
H  4.55073  1.36664  -0.88861  0.10
H  5.50195  3.74361  -0.15968  0.12
H  4.11028  1.92514  0.75281  0.10
H  7.97266  3.66811  -6.76067  0.12
H  -6.85111  3.33273  -8.97784  0.02
H  2.56371  -0.14728  1.73268  0.07
H  -6.10430  5.68572  -6.87277  0.02
H  1.66779  -5.35535  13.72573  0.12
H  -2.33082  0.80471  -5.13799  0.04
H  7.91499  4.86919  -5.46459  0.12
H  -5.53829  -1.56573  -4.65000  0.10
H  2.58536  -8.68698  12.03172  0.10
H  0.56533  -7.71295  8.16452  0.10
H  3.37865  -4.91113  13.75069  0.12
H  -8.78227  0.95179  -4.20846  0.13
H  1.80738  -3.51194  2.87112  0.11
H  -5.51599  4.49261  -3.27300  0.11
H  -0.28987  -7.71265  5.69488  0.11
H  -3.65984  3.73723  -10.21216  0.02
H  -1.89247  2.03688  -8.13495  -0.08
H  -6.83377  2.73993  -7.26423  0.02
H  0.52826  -5.29652  4.70098  0.09
H  8.54616  3.82177  -2.82614  0.11
H  0.44074  -5.22577  9.09401  0.08
H  0.57223  -1.39697  1.78889  0.12
H  -3.74840  -1.03507  -5.71697  0.08



Entry 2:
Formula: C35H69Al2Br2FNNaO11S
Source: OMol25
Level of theory: ωB97M-V with the def2-TZVPD basis set

HOMO level ... -10.4116 eV
Energy ... -8549.41066 hartree
Multiplicity ... 1
Charge ... +2
Orbital gap ... 1.653 eV

Last column: Löwdin charge in e.
Element x y z (Å)
Br  2.37849  -0.69362  1.94033  0.65
Br  5.30038  -1.94436  -0.28805  1.15
S  -2.84337  -1.25161  2.86940  0.73
Al  2.51352  -8.13805  -6.70672  1.02
Al  -2.25155  3.63326  -2.40296  1.15
Na  -2.91962  -0.41032  7.95912  0.78
F  0.90499  -4.16607  0.34136  -0.59
O  -2.63151  -3.57505  6.67667  -0.26
O  -1.42296  1.94559  5.31418  0.01
O  1.05887  0.13958  -1.65508  -0.07
O  -4.51272  5.14075  -0.99820  -0.12
O  0.54687  -7.29161  -6.71585  -0.45
O  0.67696  1.30305  10.35472  -0.12
O  4.26710  -1.78732  3.29158  0.08
O  -1.96892  -3.97850  -2.57459  -0.07
O  -1.78885  -1.13433  -2.51587  -0.08
O  5.73658  -1.70521  1.56320  -0.46
O  -0.72497  1.63003  7.35194  0.18
N  -6.53876  5.70547  -1.83909  -0.18
C  -1.14848  -1.28316  -0.15823  -0.10
C  6.65526  -0.79957  2.27977  -0.10
C  1.74038  0.20063  -0.41745  -0.37
C  3.09339  -4.02896  1.80002  0.03
C  -0.78954  3.71870  3.77183  -0.15
C  -3.30262  -1.04333  1.13365  -0.56
C  6.40228  0.68495  2.07700  -0.14
C  -0.79172  -1.62490  -3.37484  -0.20
C  -0.25215  0.64018  -1.66554  -0.28
C  4.16459  0.85371  -0.20301  -0.34
C  -5.97244  6.08872  -3.12389  -0.03
C  6.49473  1.18256  0.60767  -0.19
C  -2.52025  -1.92105  0.16457  -0.24
C  -1.75819  -6.71587  -6.89557  -0.13
C  4.30738  -3.65823  1.95026  -0.16
C  -0.45196  1.91054  -0.82764  -0.17
C  -1.19784  -6.09750  -5.60829  -0.14
C  -0.57518  -3.98483  -2.33547  -0.24
C  4.71318  -2.31506  2.39763  -0.62
C  0.24568  3.83203  2.64545  -0.18
C  -1.22750  -0.30462  6.23806  0.01
C  2.72483  1.39070  -0.25471  -0.19
C  -1.37018  -0.40589  -1.40176  -0.29
C  5.20768  1.91217  0.13947  -0.17
C  -0.29568  2.66513  4.76758  -0.14
C  0.82576  4.09953  -0.41722  -0.17
C  0.06829  -6.90399  -5.38390  -0.19
C  -0.00440  5.11347  1.79380  -0.17
C  -0.50205  -7.01431  -7.69683  -0.15
C  -1.09724  1.19479  6.35556  -0.61
C  -7.97577  5.82378  -1.63799  -0.03
C  -0.31300  4.85022  0.31776  -0.19
C  -5.73181  5.26106  -0.88983  -0.35
C  0.27484  3.10571  -1.44622  -0.25
C  0.13918  -2.67976  -2.78413  -0.13
H  -1.76977  3.42956  3.41242  0.12
H  0.42375  1.41665  9.41615  -0.07
H  7.37110  1.78405  0.42588  0.11
H  -3.17826  0.00856  0.90124  0.06
H  7.64742  -1.02401  1.91745  0.14
H  2.87483  -5.05988  1.66379  0.08
H  0.28393  3.12017  5.55815  0.13
H  0.34239  1.98132  4.21542  0.12
H  -2.22835  0.20205  -1.11528  0.13
H  -0.92912  -0.64132  0.68606  0.09
H  1.09997  0.11048  0.43975  -0.04
H  -5.46287  5.23230  -3.56815  0.08
H  -2.28082  -7.64359  -6.65890  0.13
H  5.48045  2.40029  -0.78848  0.11
H  -4.35421  -1.23924  0.99281  0.07
H  2.68397  2.07481  -1.09240  0.11
H  -8.27679  6.86228  -1.77375  0.10
H  2.24792  -3.38130  1.76395  0.00
H  2.36506  -0.68107  -0.38665  0.05
H  4.37811  0.32411  -1.12283  0.07
H  -0.42598  0.96094  -2.69843  0.15
H  5.43485  0.98103  2.45859  0.11
H  -0.94950  -5.04891  -5.78036  0.12
H  -3.13735  -1.98928  -0.72704  0.10
H  -2.38133  -3.80898  -1.73417  0.06
H  -6.25719  5.00065  0.03916  0.14
H  5.06803  -4.38714  1.74902  0.11
H  4.17515  0.12924  0.60184  -0.05
H  -2.38536  -2.92845  0.53277  0.11
H  -0.18869  -6.15288  -8.28715  0.13
H  4.86167  2.61224  0.88479  0.11
H  -1.32422  -2.12697  -4.17167  0.12
H  6.60220  0.30769  -0.02479  0.05
H  1.36081  4.87432  -0.94830  0.12
H  -0.48356  3.70510  -2.02368  -0.11
H  0.28045  2.94202  2.03752  0.09
H  -0.37336  -2.01891  -0.27804  0.09
H  0.81857  5.80251  1.90818  0.11
H  -8.24978  5.50345  -0.63667  0.09
H  0.84178  -6.34022  -4.86025  0.11
H  -1.53056  2.15007  -0.90642  0.02
H  0.80200  -2.96478  -3.59891  0.10
H  -0.26801  1.79758  0.22625  0.12
H  -1.26844  4.32110  0.24981  0.09
H  6.63818  -1.01547  3.33111  0.14
H  1.19480  3.98517  3.14556  0.12
H  -0.88546  4.68336  4.24576  0.12
H  -0.30722  -4.20000  -1.30654  0.07
H  -0.21635  -0.86197  -3.89264  0.11
H  2.55703  1.86751  0.70176  0.08
H  -0.13567  -7.81758  -4.82230  0.13
H  -1.88124  -6.14997  -4.76506  0.13
H  -8.49652  5.20134  -2.36568  0.10
H  -0.84013  5.59739  2.28404  0.10
H  1.49423  3.61037  0.26609  0.08
H  -5.24445  6.88662  -2.97810  0.10
H  -0.50970  -0.72702  5.55078  0.11
H  -6.75689  6.42982  -3.79074  0.09
H  -0.99061  -0.76080  7.23032  0.10
H  7.16659  1.19282  2.64782  0.13
H  -0.48302  5.80252  -0.17197  0.11
H  -0.17423  -4.81396  -2.91226  0.09
H  -1.66943  -0.60635  2.94792  -0.16
H  -2.44342  -6.06467  -7.43004  0.13
H  -2.25504  -0.62896  5.93925  0.07
H  0.78268  -2.31925  -1.99834  0.08
H  1.02214  2.80011  -2.16211  0.12
H  -2.25076  -3.99097  5.88567  -0.06
H  -0.61631  -7.86683  -8.36264  0.13



Entry 3:
Formula: C35H69BBrClCuF4NSi5Te
Source: OMol25
Level of theory: ωB97M-V with the def2-TZVPD basis set

HOMO level (spin up / spin down) ... -2.8029 / -4.8404 eV
Energy ... -8244.72381 hartree
Multiplicity ... 2
Charge ... -1
Energy above the lowest of the compared OMol25 structures with the same formula, charge and spin ... 1.414 eV
Orbital gap (spin up / spin down) ... 4.695 / 6.667 eV

Last column: Löwdin spin population.
Element x y z (Å)
Te  3.12105  -1.58451  -1.39539  0.06
Br  -2.25174  0.49097  1.10372  0.01
Cu  1.13474  0.63699  -0.53920  0.17
Cl  0.66408  -3.57873  3.01744  0.00
Si  3.28992  1.91834  -1.70338  0.29
Si  5.85265  -3.32690  -1.02540  0.00
Si  1.06132  -2.12928  -4.21036  0.00
Si  0.47791  2.85580  -0.21611  0.13
Si  -4.16109  0.39070  2.29468  0.00
F  3.56724  -0.13064  0.99812  0.00
F  4.00664  -0.05646  3.21835  0.00
F  2.06266  0.78467  2.43327  0.00
F  3.99782  1.86085  2.01689  0.00
N  0.40332  -1.15969  -0.11458  0.01
C  -3.84880  -1.01630  3.60848  0.00
C  -2.47925  -0.85709  4.28039  0.00
C  -5.76052  1.14578  0.02198  0.00
C  -5.82429  2.42614  3.50620  0.00
C  0.15421  -2.89797  1.51219  0.00
C  0.26039  3.34339  1.63564  0.03
C  -3.83598  -2.39826  2.94775  0.00
C  -6.80703  -0.52470  1.53443  0.00
C  5.04910  1.67954  -0.97437  0.05
C  -4.97258  -1.17429  -0.00962  0.00
C  5.00586  -2.23373  -2.31963  0.02
C  0.77917  -1.77711  1.03952  0.01
C  1.40910  5.55074  -0.80656  0.00
C  2.27155  6.50354  -1.31693  0.00
C  -4.92623  -1.02604  4.69441  0.00
C  -0.39089  -3.32363  -4.60307  0.00
C  2.18755  -2.10926  -5.76029  0.00
C  3.42735  6.10164  -1.96280  0.00
C  -1.18023  3.39041  -1.07777  0.03
C  -4.38298  2.18768  3.05185  0.00
C  -1.30707  -2.84017  -0.34750  0.00
C  3.70739  4.75237  -2.08205  0.01
C  -4.00767  3.28058  2.04324  0.00
C  6.40334  -2.27621  0.46317  0.00
C  3.54169  1.56856  -3.60209  0.05
C  2.85174  3.78957  -1.56005  0.03
C  4.65886  -4.70961  -0.46380  0.00
C  -5.48300  -0.06488  0.92066  0.00
C  -0.65452  -1.71312  -0.76873  0.01
C  -0.90743  -3.49976  0.81979  0.02
C  0.37532  -0.37443  -3.90054  0.00
C  1.94853  -2.88535  -2.71576  0.01
C  7.37885  -4.19233  -1.80394  0.00
C  1.68237  4.19386  -0.91623  0.00
C  -3.46382  2.38639  4.26187  0.00
B  3.40697  0.63096  2.19131  0.00
H  8.08765  -3.46523  -2.18858  0.00
H  2.50613  -3.11148  -6.03276  0.00
H  6.92858  -2.87041  1.20499  0.00
H  -1.90750  2.58689  -1.06179  0.00
H  1.65956  -1.69106  -6.61164  0.00
H  0.67723  -0.00911  -2.92349  0.00
H  -4.04712  -0.87803  -0.49432  0.00
H  0.50327  5.87030  -0.31173  0.00
H  7.09132  -4.84180  -2.62674  0.00
H  1.58693  -1.33272  1.59318  0.00
H  -2.42773  2.19748  3.99502  0.00
H  0.74072  0.33542  -4.63131  0.00
H  -2.41522  0.03156  4.89940  0.00
H  -6.42950  0.85922  -0.78951  0.00
H  -0.32705  4.24739  1.78095  0.00
H  -2.98121  3.16892  1.70824  0.00
H  1.18643  -3.31708  -2.06894  0.00
H  -2.29051  -1.71773  4.92231  0.00
H  -6.51127  2.40542  2.66463  0.00
H  4.25983  -5.26128  -1.30997  0.00
H  5.14061  -5.42414  0.19773  0.00
H  -1.03871  -3.42185  -3.73919  0.00
H  3.82130  -4.26513  0.06779  0.00
H  3.65890  0.50583  -3.79061  0.00
H  2.04698  7.55777  -1.21294  0.00
H  -7.21344  0.22062  2.21229  0.00
H  -3.53264  3.41624  4.61387  0.00
H  -4.80734  -2.67029  2.54104  0.00
H  -4.65065  3.27792  1.16977  0.00
H  1.23474  3.48705  2.08909  0.00
H  -5.91778  -1.17204  4.27341  0.00
H  5.76513  2.37192  -1.41129  0.01
H  -1.37295  -4.40795  1.16803  0.00
H  -0.97405  -1.20190  -1.66222  0.00
H  4.43661  2.07325  -3.95843  0.01
H  4.78290  -2.75212  -3.24626  0.00
H  2.59884  -3.70350  -3.01823  0.00
H  5.54230  -1.82417  0.94534  0.00
H  -6.14161  1.68135  4.23135  0.00
H  -0.71016  -0.35284  -3.94318  0.00
H  3.07791  -1.50992  -5.60007  0.00
H  5.03840  1.84603  0.09310  0.00
H  5.60418  -1.36210  -2.56943  0.00
H  7.89641  -4.80029  -1.06699  0.00
H  -5.90778  3.40651  3.97418  0.00
H  -3.73819  1.74292  5.09427  0.00
H  -4.92863  -0.09959  5.26102  0.00
H  7.06228  -1.46960  0.15578  0.00
H  -1.00133  3.65217  -2.11633  0.00
H  -6.68075  -1.45642  2.07957  0.00
H  -6.23757  1.95580  0.56573  0.00
H  -1.67959  -0.82136  3.54611  0.00
H  -3.57413  -3.15171  3.69073  0.00
H  -0.21569  2.53288  2.17483  0.00
H  -4.83557  1.50841  -0.41627  0.00
H  4.10941  6.84081  -2.36522  0.00
H  -4.73674  -1.84026  5.39299  0.00
H  -1.62884  4.25117  -0.59081  0.00
H  -7.54043  -0.69738  0.74688  0.00
H  -1.00038  -2.98930  -5.43629  0.00
H  4.61126  4.45049  -2.59295  0.00
H  -4.79356  -2.10698  0.51391  0.00
H  -2.14403  -3.21997  -0.91478  0.00
H  2.70294  1.92109  -4.19061  0.00
H  -5.71202  -1.36630  -0.78827  0.00
H  -0.02081  -4.31539  -4.84711  0.00
H  5.40715  0.66671  -1.13474  0.00
H  -3.08839  -2.43904  2.16004  0.00
H  -4.09861  4.25893  2.51623  0.00